Record 1
C36H56O24S2 as an isolated structure at a distorted geometry, computed with ωB97M-V with the def2-TZVPD basis set.

Properties
- DFT total energy (eV) = -109022.3266
- net charge = 0
- HOMO (eV) = -8.76
- max |F| (eV Å⁻¹) = 16.94
- ΔE to the lowest compared entry with this formula, charge and spin (eV) = 27.801
- frontier orbital gap (Ha) = 0.3127

Geometry (Å):
O 19.60437 -8.29412 13.96772
C 20.04470 -7.17696 13.61355
O 19.14305 -6.14400 13.08677
C 19.75481 -4.93079 12.96528
C 21.18499 -5.11594 13.56992
C 21.40046 -6.64989 13.77735
H 19.21955 -4.19315 13.56318
H 19.83566 -4.55653 11.94476
H 21.44450 -4.65131 14.52117
H 21.93015 -4.77434 12.85148
H 21.71758 -6.98819 14.76380
H 21.98786 -7.17776 13.02607
O 20.68131 -3.34005 8.88434
C 19.48596 -3.08880 9.14041
O 18.76724 -3.79032 9.98063
C 17.43302 -3.22329 10.13753
C 17.55281 -1.82133 9.53279
C 18.68671 -1.89646 8.53400
H 17.24591 -3.09112 11.20319
H 16.69742 -3.91004 9.71877
H 17.77529 -1.17453 10.38147
H 16.58334 -1.58027 9.09677
H 19.19528 -0.93369 8.48390
H 18.40024 -2.39287 7.60685
O 21.59811 -5.92199 5.59132
C 20.64454 -5.24419 5.79095
O 20.31931 -4.27262 4.87233
C 18.96721 -3.94819 5.03412
C 18.71049 -4.16098 6.50566
C 19.65670 -5.26188 6.95366
H 18.42749 -4.60774 4.35456
H 18.87080 -2.88492 4.81446
H 17.67060 -4.38123 6.74697
H 18.84418 -3.29140 7.14914
H 19.00266 -6.12424 7.08274
H 20.14493 -4.78495 7.80353
O 23.58562 -6.30528 13.41624
C 24.01778 -5.17044 13.42310
O 25.11332 -4.89827 14.23164
C 25.25326 -3.46245 14.41332
C 24.17989 -2.84941 13.52439
C 23.50460 -3.95260 12.72802
H 26.23424 -3.23030 13.99874
H 25.31098 -3.10011 15.43972
H 24.53928 -2.10482 12.81407
H 23.46658 -2.38529 14.20547
H 23.68822 -4.08277 11.66151
H 22.42848 -3.94206 12.90105
O 22.20103 -12.12285 12.30952
C 22.49509 -11.04454 11.74474
O 22.17496 -10.74266 10.54618
C 22.63170 -9.44363 10.21633
C 23.76690 -9.21969 11.24091
C 23.22660 -9.98263 12.48153
H 21.76392 -8.79204 10.11388
H 23.03453 -9.63972 9.22266
H 23.80414 -8.13758 11.36637
H 24.71976 -9.58582 10.85869
H 22.56906 -9.39456 13.12177
H 24.05470 -10.53022 12.93154
O 23.18968 -2.25338 3.91174
C 22.88903 -2.25691 5.09543
O 21.58674 -2.32139 5.51856
C 21.48846 -2.18986 6.96263
C 22.84073 -2.80362 7.45715
C 23.80906 -2.28786 6.40901
H 20.70171 -2.83435 7.35476
H 21.23831 -1.17835 7.28261
H 22.81727 -3.89328 7.47018
H 22.92954 -2.48908 8.49699
H 24.65412 -2.96013 6.26066
H 24.13578 -1.25819 6.55440
O 20.66896 -9.28376 6.93276
C 21.56554 -8.59494 6.40044
O 22.18332 -7.64929 7.16039
C 23.41971 -7.16959 6.54285
C 23.48496 -7.79025 5.14534
C 22.30386 -8.67598 4.99927
H 24.27752 -7.39672 7.17585
H 23.37294 -6.08063 6.55169
H 24.29908 -8.47488 4.90743
H 23.58934 -7.10855 4.30125
H 22.53555 -9.69896 4.70273
H 21.70825 -8.31847 4.15931
O 18.98333 -2.82995 11.46530
C 19.93856 -2.01947 11.53954
O 19.96343 -0.77134 10.91032
C 21.31197 -0.20308 10.96137
C 21.84647 -0.81481 12.27464
C 21.12292 -2.20811 12.37427
H 21.31614 0.88690 10.95516
H 21.91200 -0.58335 10.13466
H 21.75100 -0.12679 13.11465
H 22.93078 -0.90281 12.20665
H 20.86917 -2.49342 13.39520
H 21.77088 -3.01715 12.03705
C 21.62863 -6.68190 9.21056
C 21.99628 -5.51164 8.30795
O 22.87385 -4.78366 9.07718
S 22.58053 -5.02960 10.69000
O 22.18123 -3.83539 11.40867
O 23.77206 -5.75544 11.23352
O 21.34978 -6.01912 10.36768
H 22.43510 -7.39815 9.36773
H 20.84081 -7.26004 8.72765
H 21.12866 -4.85988 8.41067
H 22.42454 -5.69365 7.32226
C 26.20632 -4.43658 10.92375
C 27.33755 -5.12815 11.75330
O 27.49455 -6.32580 11.07824
S 26.11106 -6.90714 10.47390
O 25.27147 -7.61614 11.42924
O 26.34710 -7.57849 9.13332
O 25.51353 -5.43582 10.28265
H 26.48756 -3.63770 10.23762
H 25.36621 -4.08587 11.52318
H 26.99752 -5.29725 12.77502
H 28.24661 -4.52691 11.73880

Mulliken atomic charge list, values in e, 6 entries: atom 1 (O): -0.66, atom 2 (C): 0.07, atom 3 (O): -0.44, atom 4 (C): -0.15, atom 5 (C): 0.43, atom 6 (C): 0.51

Record 2
C36H57AsF3FeN4SbSi3 as an isolated structure at a distorted geometry, computed with ωB97M-V with the def2-TZVPD basis set.

Properties
- 2S+1 = 6
- DFT total energy (eV) = -177744.8653
- net charge = +3
- HOMO (alpha / beta) (eV) = -16.02 / -16.12
- max |F| (eV Å⁻¹) = 1.73
- ΔE to the lowest compared entry with this formula, charge and spin (eV) = 0.000
- frontier orbital gap (alpha / beta) (Ha) = 0.3176 / 0.1997
- expectation value of S² = 8.767

Geometry (Å):
Fe 0.33350 0.17925 -0.41181
F -0.68844 1.01830 8.24038
C -0.49624 0.78921 6.95074
C -0.10486 1.84296 6.13913
C 0.10634 1.59758 4.79387
C -0.06158 0.30485 4.29821
C -0.48790 -0.73554 5.11508
C -0.69957 -0.49048 6.46239
Sb 0.51905 -0.14778 2.32364
C 2.62445 -0.27602 2.56161
C 3.38362 -0.94360 1.59559
C 4.75564 -1.06598 1.73701
C 5.35453 -0.49917 2.85239
F 6.66990 -0.59622 2.98167
C 4.62895 0.15779 3.83015
C 3.25558 0.27310 3.67853
C 0.03297 -2.21530 2.20749
C 0.98117 -3.20227 2.47709
C 0.62481 -4.54431 2.42909
C -0.67876 -4.87488 2.10448
F -1.01826 -6.15836 2.02986
C -1.64680 -3.91608 1.84975
C -1.28123 -2.58030 1.90072
H 0.02946 2.82729 6.56830
H 0.40741 2.41356 4.14679
H -0.64679 -1.73203 4.72290
H -1.01471 -1.27609 7.13651
H 2.89795 -1.40620 0.74306
H 5.36821 -1.59487 1.01796
H 5.13897 0.55498 4.69826
H 2.67913 0.77125 4.44798
H 1.99638 -2.93650 2.74271
H 1.33639 -5.32909 2.65492
H -2.66319 -4.22586 1.63944
H -2.03761 -1.82443 1.72373
C -2.71034 -3.14795 -3.20308
C -2.30243 -3.50718 -1.77724
N -0.85655 -3.72805 -1.61507
C -0.36556 -5.11304 -1.80189
C 0.02296 -5.43498 -3.23889
C -0.03676 -2.73418 -1.34225
C 1.41171 -3.03534 -1.10248
N -0.43356 -1.45793 -1.25486
H -3.75909 -2.85156 -3.22112
H -2.60132 -4.00138 -3.86961
H -2.10516 -2.33014 -3.59990
H -2.80093 -4.42319 -1.46758
H -2.61849 -2.73404 -1.07376
H -1.16207 -5.77770 -1.47364
H 0.47818 -5.28392 -1.13898
H -0.83621 -5.39899 -3.90712
H 0.42670 -6.44669 -3.27898
H 0.78438 -4.74989 -3.61600
H 1.52985 -3.68158 -0.23284
H 1.95438 -2.11009 -0.93046
H 1.85718 -3.53608 -1.96228
H -1.41242 -1.32890 -1.48288
C -1.32522 5.48802 -0.18783
Si -0.63630 3.90173 0.44687
C 1.19981 3.92358 0.77244
C -1.57270 3.27448 1.92664
As -0.79603 2.11150 -1.21869
Si -0.10667 3.03895 -3.40997
C -0.46820 1.63719 -4.57338
C 1.71054 3.38343 -3.28518
C -1.11879 4.56623 -3.65007
Si -3.18280 1.56941 -1.30875
C -3.33411 0.45777 0.19032
C -3.46980 0.62324 -2.87950
C -4.12975 3.15215 -1.19105
H -1.26760 6.22319 0.62196
H -2.37334 5.39793 -0.47597
H -0.76341 5.88527 -1.03281
H 1.44426 4.65771 1.54641
H 1.76190 4.19834 -0.12287
H 1.54298 2.94169 1.11805
H -1.30657 3.87636 2.80228
H -1.35471 2.23130 2.15785
H -2.65213 3.37493 1.78991
H -0.25318 0.66936 -4.11481
H 0.16319 1.73431 -5.46218
H -1.50659 1.64030 -4.90937
H 2.29819 2.47990 -3.45517
H 1.99683 3.81194 -2.32331
H 1.98556 4.10535 -4.06107
H -2.11451 4.51014 -3.21127
H -1.24068 4.73723 -4.72489
H -0.60465 5.43499 -3.23747
H -2.46049 -0.19074 0.28714
H -4.22045 -0.18097 0.11897
H -3.42730 1.04039 1.11040
H -2.59189 0.05803 -3.19909
H -3.75117 1.29179 -3.69665
H -4.29772 -0.07813 -2.73950
H -4.16654 3.53462 -0.16934
H -5.15968 2.97853 -1.51844
H -3.71107 3.92409 -1.83737
N 3.36614 1.18340 -0.80941
C 4.36285 0.94879 -1.67157
C 3.85024 0.18088 -2.70090
C 2.51128 -0.00235 -2.37110
N 2.22015 0.61253 -1.21248
H 3.41738 1.70029 0.05532
H 5.35543 1.33800 -1.50202
H 4.37217 -0.18700 -3.56840
H 1.74219 -0.53600 -2.91133

Mulliken atomic charge list, values in e, 6 entries: atom 1 (Fe): 2.13, atom 2 (F): -0.29, atom 3 (C): 0.09, atom 4 (C): -0.64, atom 5 (C): -0.56, atom 6 (C): 0.29

Record 3
C36H57F3I3N3O23P2 as an isolated structure at a distorted geometry, computed with ωB97M-V with the def2-TZVPD basis set.

Properties
- DFT total energy (eV) = -140852.1339
- net charge = 0
- HOMO (eV) = -9.29
- max |F| (eV Å⁻¹) = 4.51
- ΔE to the lowest compared entry with this formula, charge and spin (eV) = 0.000
- frontier orbital gap (Ha) = 0.3100

Geometry (Å):
C 0.89432 3.23896 2.81196
C 1.87791 2.88080 1.64423
O 1.96350 1.49417 1.33023
C 2.76318 0.77344 2.26218
C 3.24496 -0.65015 1.79532
O 4.09951 -0.70742 0.67564
C 4.90277 0.33470 0.23746
I 6.43775 1.12341 1.58202
N 4.21273 1.46798 -0.47081
C 4.62578 2.57627 -0.07767
O 5.04898 3.65778 -0.22163
C 5.73519 -0.30676 -1.00020
C 7.00342 0.49687 -1.41766
F 5.99170 -1.66671 -0.81428
N 3.89180 -1.31018 2.95960
C 4.92217 -2.30125 2.72674
O 4.81103 -3.32570 3.29585
F 6.08403 -2.13742 2.05147
C 4.32514 -0.57165 4.08327
O 3.69405 -0.14230 4.96551
F 5.70635 -0.52600 4.30453
C 1.94933 -1.58794 1.41733
I 1.14174 -2.05521 3.46932
C 2.24346 -3.06502 0.95356
C 3.08272 -3.40954 -0.31770
C 2.26898 -4.17671 -1.47480
I 4.61066 -4.90829 0.26291
N 0.92115 -0.96584 0.60614
C -0.49961 -1.09257 0.94397
C -1.08309 0.10200 1.83249
P -2.77858 0.62384 1.24000
O -3.31003 1.51574 2.31866
O -2.67415 1.39641 -0.22003
C -3.35927 2.68258 -0.22763
C -2.42489 3.81817 0.35408
O -3.81412 -0.65810 1.12096
C -5.12944 -0.21909 0.69891
C -6.26536 -1.11779 1.31720
P 1.04845 -0.70972 -1.04641
O 0.33248 -1.68079 -1.93785
O 2.52840 -0.51573 -1.70523
O 0.28309 0.74156 -1.32743
H 0.73210 4.35026 2.78341
H -0.10689 2.75505 2.73494
H 1.32032 2.97983 3.81612
H 2.87547 3.35391 1.86482
H 1.49538 3.39004 0.72133
H 2.15336 0.73364 3.20784
H 3.62489 1.46137 2.51569
H 5.03434 -0.23912 -1.87667
H 7.18796 0.23994 -2.49892
H 6.87586 1.60398 -1.40278
H 7.93427 0.15902 -0.89285
H 2.67043 -3.64843 1.81113
H 1.23212 -3.54349 0.81489
H 3.67367 -2.62111 -0.81532
H 1.19060 -4.27016 -1.19040
H 2.72990 -5.15002 -1.73452
H 2.27681 -3.49017 -2.36417
H -1.07160 -0.94402 -0.01652
H -0.85420 -2.09691 1.27873
H -0.45585 1.01311 1.73240
H -1.22407 -0.24652 2.88298
H -4.34005 2.68698 0.32165
H -3.57488 2.93002 -1.29505
H -2.90215 4.24428 1.26988
H -2.36698 4.64820 -0.39594
H -1.42070 3.41321 0.62151
H -5.21031 -0.24945 -0.41978
H -5.35893 0.82967 0.99769
H -5.90145 -2.15917 1.48726
H -7.19362 -1.09330 0.68948
H -6.54289 -0.67591 2.30642
H 2.75465 -1.29021 -2.25380
H -0.48229 0.56687 -1.90595
C 4.27639 5.38862 -4.45149
C 4.84222 4.02709 -4.78079
C 5.73762 3.45944 -3.71428
O 6.57405 2.58145 -4.47057
C 6.64117 3.09240 -5.73322
O 7.39493 2.71816 -6.57147
O 5.72954 4.09101 -5.90169
H 5.06611 6.08223 -4.15440
H 3.79056 5.82167 -5.32751
H 3.54766 5.32177 -3.64208
H 4.03132 3.33673 -5.03553
H 5.18588 2.91316 -2.94923
H 6.37222 4.20858 -3.23200
C -8.55169 2.59395 -3.96472
C -7.55804 2.15585 -2.91449
C -8.15533 1.33766 -1.80533
O -7.24757 1.59553 -0.72903
C -6.71693 2.82699 -0.94992
O -6.06422 3.43294 -0.15770
O -7.03203 3.27840 -2.19574
H -9.41989 3.07649 -3.50919
H -8.10041 3.32731 -4.63537
H -8.89426 1.74210 -4.55448
H -6.71705 1.63896 -3.38823
H -8.18993 0.28309 -2.03715
H -9.15121 1.67316 -1.50368
C 6.81561 -4.42876 5.15755
C 6.62326 -4.61327 6.64478
C 7.90114 -4.62217 7.43620
O 7.53587 -5.39227 8.58240
C 6.54363 -6.23870 8.18561
O 6.13200 -7.14510 8.83494
O 6.08974 -5.90760 6.94377
H 7.54662 -5.13920 4.76344
H 5.88516 -4.61252 4.62864
H 7.15545 -3.41656 4.93049
H 5.91925 -3.86589 7.02618
H 8.22518 -3.62314 7.72589
H 8.72358 -5.13251 6.92682
C -12.48863 -1.75956 -5.00519
C -11.60094 -1.63996 -3.78878
C -11.22405 -0.22754 -3.43765
O -9.98654 -0.41387 -2.74412
C -9.43066 -1.55793 -3.24193
O -8.31655 -1.91085 -3.02272
O -10.31759 -2.23229 -4.02086
H -12.06958 -1.21485 -5.85418
H -12.57518 -2.80282 -5.31277
H -13.48650 -1.36989 -4.79854
H -12.05840 -2.15739 -2.93941
H -11.95937 0.25859 -2.79751
H -11.03705 0.40313 -4.31151

Mulliken atomic charge list, values in e, 6 entries: atom 1 (C): -1.27, atom 2 (C): -0.36, atom 3 (O): 0.33, atom 4 (C): -2.34, atom 5 (C): 1.23, atom 6 (O): 1.59